No. 1
Here is a molecular structure, C21H17Cl5N9RhS2 from the OMol25 dataset. Energies are from ωB97M-V with the def2-TZVPD basis set.

The LUMO energy comes out at -0.2625 Ha. Its charge is +2. The total energy is -4510.56725 Eh. The gap between HOMO and LUMO comes out at 0.23403 Eh.

```
55
C21H17Cl5N9RhS2 (ωB97M-V with the def2-TZVPD basis set)
Rh 0.521 -0.412 0.517
Cl 1.197 -0.447 3.223
C 2.709 -0.521 2.373
C 2.601 -0.547 1.000
C 3.765 -0.578 0.259
Cl 3.659 -0.614 -1.456
C 5.016 -0.566 0.884
Cl 6.449 -0.572 -0.045
C 5.094 -0.545 2.282
Cl 6.610 -0.543 3.065
C 3.921 -0.524 3.045
Cl 3.970 -0.490 4.753
C -0.418 -0.640 -4.704
N -1.460 -0.637 -3.690
C -2.813 -0.610 -3.931
C -3.433 -0.632 -2.744
N -2.455 -0.674 -1.747
C -1.235 -0.681 -2.365
S 0.374 -0.768 -1.831
C -2.772 -0.644 -0.363
C -4.107 -0.535 0.020
C -4.434 -0.498 1.361
C -3.417 -0.564 2.298
C -2.125 -0.678 1.835
N -1.797 -0.715 0.537
H -0.883 -0.652 -5.684
H 0.216 -1.520 -4.595
H 0.205 0.249 -4.609
H -3.233 -0.570 -4.921
H -4.488 -0.639 -2.558
H -4.900 -0.488 -0.706
H -5.470 -0.424 1.659
H -3.617 -0.537 3.359
H -1.309 -0.757 2.538
S 0.401 1.944 0.379
C 0.393 3.639 0.573
N 1.500 4.329 0.195
C 1.597 5.675 0.248
C 0.545 6.417 0.696
C -0.618 5.749 1.106
C -0.693 4.376 1.055
H 2.276 3.781 -0.152
H 2.529 6.109 -0.082
H 0.613 7.494 0.730
H -1.463 6.320 1.463
H -1.577 3.844 1.370
N -0.387 -5.641 -0.616
N 0.078 -4.587 0.091
N 1.041 -4.728 0.973
C 1.249 -3.480 1.348
N 0.421 -2.650 0.707
N -0.325 -3.372 -0.108
H -0.168 -6.522 -0.174
H -1.332 -5.532 -0.946
H 1.979 -3.192 2.084
```



No. 2
Here is a molecular structure, C21H17ClF10IrN3O5SSb from the OMol25 dataset. Energies are from ωB97M-V with the def2-TZVPD basis set.

The LUMO energy (spin up / spin down) comes out at -0.0775 / -0.0776 Ha. As for the multiplicity: 2. The total energy is -3552.56521 Eh. The gap between HOMO and LUMO (spin up / spin down) comes out at 0.23284 / 0.25314 Eh.

```
60
C21H17ClF10IrN3O5SSb (ωB97M-V with the def2-TZVPD basis set)
Ir -0.594 -1.075 0.137
C 4.838 -2.444 0.458
C 4.175 -3.665 0.453
C 2.808 -3.720 0.248
C 2.108 -2.535 0.058
C 2.757 -1.311 0.062
C 4.128 -1.270 0.259
N 0.684 -2.551 -0.154
N 0.259 -3.640 -0.635
C -1.124 -3.657 -0.776
C -1.780 -4.760 -1.290
C -3.161 -4.719 -1.353
C -3.835 -3.597 -0.892
C -3.118 -2.526 -0.395
N -1.784 -2.569 -0.352
H 5.907 -2.410 0.623
H 4.727 -4.582 0.615
H 2.284 -4.664 0.250
H 2.195 -0.405 -0.100
H 4.639 -0.316 0.263
H -1.204 -5.609 -1.627
H -3.710 -5.558 -1.757
H -4.913 -3.537 -0.925
H -3.572 -1.617 -0.025
F 2.422 6.831 -0.512
C 1.770 5.684 -0.679
C 2.353 4.722 -1.498
C 1.683 3.535 -1.663
C 0.444 3.325 -1.021
C -0.227 2.105 -1.146
C -0.111 4.333 -0.205
C 0.557 5.521 -0.025
H 3.303 4.930 -1.969
H 2.092 2.749 -2.285
H -1.143 1.930 -0.596
H 0.186 1.233 -1.639
H -1.056 4.143 0.289
H 0.176 6.316 0.599
Cl -1.631 2.074 -3.122
C -2.548 0.548 -2.747
C -1.707 -0.729 -2.764
O -2.250 -1.688 -3.299
O -0.575 -0.746 -2.161
H -3.317 0.491 -3.508
H -2.978 0.714 -1.762
F -2.064 0.295 0.245
Sb -2.757 0.975 2.633
F -3.087 0.171 4.314
F -2.207 -0.838 2.314
F -3.066 2.513 3.692
F -4.459 0.671 1.928
F -2.389 2.356 1.375
F 3.032 1.095 2.522
C 1.907 1.542 3.077
F 1.763 2.832 2.773
F 1.971 1.403 4.388
S 0.510 0.542 2.427
O 0.563 0.717 0.960
O -0.661 1.219 3.027
O 0.785 -0.775 2.896
```



No. 3
Here is a molecular structure, C21H17F3N3O3RuS2 from the OMol25 dataset. Energies are from ωB97M-V with the def2-TZVPD basis set.

The LUMO energy (spin up / spin down) comes out at -0.0718 / -0.0724 Ha. As for the multiplicity: 2. The total energy is -2391.21929 Eh. The gap between HOMO and LUMO (spin up / spin down) comes out at 0.19349 / 0.19432 Eh.

```
50
C21H17F3N3O3RuS2 (ωB97M-V with the def2-TZVPD basis set)
Ru -0.844 -0.404 0.120
O 3.734 5.149 -0.504
N 4.262 4.069 -0.214
O 5.472 3.965 -0.004
C 3.482 2.906 -0.127
C 4.144 1.737 0.276
C 3.495 0.517 0.353
C 4.132 -0.707 0.703
C 3.408 -1.864 0.735
C 2.036 -1.826 0.437
N 1.427 -0.699 0.115
C 2.104 0.449 0.044
C 1.412 1.626 -0.392
N 0.120 1.490 -0.741
C -0.546 2.531 -1.240
C 0.029 3.786 -1.325
C 1.331 3.973 -0.903
C 2.093 2.872 -0.472
H 5.190 1.809 0.526
H 5.186 -0.703 0.928
H 3.866 -2.809 0.979
H 1.430 -2.723 0.455
H -1.555 2.341 -1.582
H -0.546 4.617 -1.703
H 1.775 4.955 -0.924
S -2.389 -1.985 1.024
C -1.828 -3.408 0.187
C -2.075 -4.655 0.759
C -1.709 -5.808 0.100
C -1.113 -5.734 -1.158
C -0.865 -4.510 -1.741
C -1.192 -3.329 -1.070
S -0.858 -1.793 -1.808
H -2.554 -4.690 1.724
H -1.894 -6.770 0.554
H -0.842 -6.634 -1.685
H -0.402 -4.432 -2.714
F -1.767 0.502 2.744
C -0.658 0.186 2.040
F -0.025 -0.771 2.764
F 0.129 1.287 2.118
C -4.714 2.375 0.035
C -3.585 1.449 0.462
O -2.945 0.841 -0.658
H -5.223 2.744 0.920
H -5.435 1.845 -0.585
H -4.327 3.222 -0.526
H -3.964 0.671 1.137
H -2.802 2.018 0.972
H -3.604 0.315 -1.132
```



No. 4
Here is 2 unconnected molecules or ions with the total composition C21H17N2O3 from the OMol25 dataset. Energies are from ωB97M-V with the def2-TZVPD basis set.

The LUMO energy comes out at 0.0611 Ha. Its charge is -1. The total energy is -1145.67609 Eh. The gap between HOMO and LUMO comes out at 0.16251 Eh.

```
43
C21H17N2O3 (ωB97M-V with the def2-TZVPD basis set)
C 5.443 -3.198 0.492
O 5.024 -2.024 1.241
C 3.814 -1.441 1.039
C 2.883 -1.920 0.100
C 1.658 -1.283 -0.043
C 1.320 -0.147 0.743
C -0.020 0.393 0.713
C -1.147 -0.379 0.724
C -2.551 0.176 0.703
O -2.890 1.357 0.614
C -3.452 -1.009 0.899
C -2.695 -2.177 1.105
C -3.315 -3.411 1.296
C -4.708 -3.475 1.244
C -5.472 -2.298 1.042
C -4.840 -1.061 0.889
C -1.230 -1.854 1.091
O -0.335 -2.624 1.414
C 2.310 0.374 1.607
C 3.509 -0.277 1.799
H 6.455 -3.379 0.859
H 4.816 -4.080 0.699
H 5.473 -3.030 -0.596
H 3.124 -2.816 -0.488
H 0.936 -1.691 -0.746
H -0.117 1.479 0.707
H -2.710 -4.305 1.465
H -5.221 -4.431 1.353
H -6.560 -2.367 1.002
H -5.405 -0.138 0.746
H 2.042 1.263 2.196
H 4.234 0.084 2.538
C 0.253 5.096 -4.157
C -0.020 4.635 -2.774
C 0.346 3.392 -2.135
N -0.159 3.391 -0.876
C -0.772 4.611 -0.723
N -0.714 5.380 -1.866
H 0.825 4.340 -4.698
H -0.684 5.278 -4.698
H 0.821 6.036 -4.156
H 0.960 2.612 -2.562
H -1.232 4.917 0.198
```